One molecule with the formula C5H8O at a distorted geometry, computed with ωB97M-V with the def2-TZVPD basis set.

Cartesian coordinates (Å):
1 O -2.30442 1.37969 -0.37621
2 C -1.19488 0.64373 -0.49814
3 C 0.07368 1.09220 0.03061
4 C 1.26179 0.24949 0.19020
5 C 1.25108 -1.14160 0.26939
6 C 0.22098 -2.04094 0.10241
7 H -2.10587 2.22283 0.06879
8 H -1.35938 -0.26127 -1.05282
9 H -0.33902 1.36007 1.03590
10 H 0.36189 2.02099 -0.49006
11 H 2.20798 0.77475 0.27646
12 H 2.20765 -1.58665 0.54256
13 H -0.76753 -1.79756 -0.25073
14 H 0.37264 -3.08172 0.37063

Results
Orbital gap (alpha / beta) ... 6.384 / 8.365 eV
DFT total energy ... -270.4039 Eh
E_LUMO (alpha / beta) ... -0.210 / 0.861 eV
Charge ... 0
Max |F| ... 0.0467 Eh/bohr
Relative energy (zero: lowest compared OMol25 entry of this formula, charge and spin) ... 404.4 kJ/mol